# 1
Formula: C52H56As2KN2O5P
Source: the OMol25 dataset
Level of theory: wB97M-V/def2-TZVPD

As for the net charge: -2. Its energy relative to the best compared isomer or geometry (same formula, charge and spin) is 3.7 kJ/mol. The orbital gap comes out at 0.2174 Eh. The electronic energy comes out at -215342.4800 eV.

```
119
C52H56As2KN2O5P (wB97M-V/def2-TZVPD)
K 0.818 0.467 -0.057
O -0.758 3.551 3.565
C -0.851 2.990 2.455
O -1.807 3.042 1.630
C 0.267 2.026 2.009
O 1.190 2.468 1.271
O 0.130 0.798 2.286
C -3.169 0.661 -0.388
C -2.106 -0.321 0.081
As -2.646 -1.432 1.622
C -4.091 -2.431 0.745
C -4.955 -3.185 1.539
C -5.941 -3.980 0.975
C -6.075 -4.046 -0.406
C -5.219 -3.309 -1.208
C -4.236 -2.508 -0.639
C -3.729 -0.129 2.597
C -3.029 0.730 3.435
C -3.687 1.757 4.098
C -5.057 1.905 3.954
C -5.768 1.040 3.130
C -5.105 0.031 2.446
As -3.197 1.254 -2.276
C -1.885 2.707 -2.315
C -1.043 2.998 -1.254
C -0.189 4.094 -1.303
C -0.148 4.885 -2.440
C -0.962 4.579 -3.526
C -1.826 3.498 -3.462
C -4.742 2.426 -1.947
C -4.706 3.400 -0.946
C -5.823 4.178 -0.687
C -6.988 4.000 -1.424
C -7.033 3.037 -2.419
C -5.912 2.254 -2.676
H -3.126 1.542 0.257
H -4.174 0.238 -0.294
H -1.250 0.228 0.461
H -1.754 -1.015 -0.687
H -4.861 -3.143 2.619
H -6.605 -4.551 1.614
H -6.843 -4.667 -0.853
H -5.312 -3.350 -2.287
H -3.584 -1.938 -1.290
H -1.950 0.645 3.520
H -3.101 2.465 4.670
H -5.570 2.715 4.460
H -6.836 1.167 2.997
H -5.664 -0.617 1.781
H -1.058 2.425 -0.338
H 0.434 4.283 -0.436
H 0.519 5.738 -2.487
H -0.927 5.189 -4.422
H -2.470 3.277 -4.309
H -3.806 3.542 -0.355
H -5.783 4.920 0.101
H -7.861 4.609 -1.217
H -7.940 2.889 -2.995
H -5.954 1.496 -3.452
O -0.807 -1.124 -2.967
C -0.473 -0.570 -4.207
C 0.596 0.505 -4.154
C 1.226 0.924 -5.325
C 2.189 1.912 -5.246
C 2.506 2.449 -4.006
C 1.832 1.963 -2.899
N 0.899 1.019 -2.972
H 0.027 -1.350 -2.506
H -1.388 -0.129 -4.616
H -0.133 -1.339 -4.918
H 0.964 0.466 -6.271
H 2.695 2.259 -6.140
H 3.252 3.224 -3.893
H 2.038 2.354 -1.907
N 3.658 -6.474 -7.800
C 3.409 -5.780 -6.914
C 3.103 -4.918 -5.815
C 1.776 -4.723 -5.428
C 1.483 -3.889 -4.369
C 2.504 -3.222 -3.665
C 3.833 -3.434 -4.073
C 4.131 -4.269 -5.129
C 2.193 -2.354 -2.587
C 1.926 -1.592 -1.649
H 0.980 -5.228 -5.961
H 0.458 -3.731 -4.060
H 4.622 -2.922 -3.538
H 5.159 -4.421 -5.431
C 0.574 -1.826 4.035
C 1.984 -2.110 3.508
C 2.576 -3.304 4.260
P 1.951 -2.078 1.639
C 3.709 -1.613 1.171
C 4.860 -2.102 2.050
C 3.804 -0.088 1.054
C 1.794 -3.833 1.031
C 0.489 -4.445 1.539
C 2.952 -4.821 1.157
H 0.601 -1.694 5.122
H -0.101 -2.659 3.820
H 0.162 -0.926 3.580
H 2.585 -1.221 3.741
H 1.957 -4.194 4.122
H 2.586 -3.089 5.335
H 3.590 -3.556 3.962
H 3.820 -2.033 0.166
H 4.801 -1.673 3.053
H 5.814 -1.776 1.620
H 4.895 -3.185 2.150
H 3.502 0.402 1.983
H 3.175 0.318 0.264
H 4.833 0.214 0.834
H 1.664 -3.646 -0.040
H 0.555 -4.729 2.592
H 0.249 -5.348 0.970
H -0.348 -3.751 1.444
H 3.205 -5.050 2.193
H 3.851 -4.449 0.662
H 2.685 -5.765 0.669
```


# 2
Formula: C27H46O
Source: the OMol25 dataset
Level of theory: wB97M-V/def2-TZVPD

Its energy relative to the best compared isomer or geometry (same formula, charge and spin) is 2456.9 kJ/mol. The orbital gap comes out at 0.3062 Eh. The electronic energy comes out at -30769.7387 eV.

```
74
C27H46O (wB97M-V/def2-TZVPD)
C 4.291 -3.596 0.774
H 3.323 -3.056 0.333
H 4.800 -3.907 -0.230
H 4.018 -4.511 1.131
C 5.216 -2.611 1.529
C 6.379 -3.510 2.318
H 6.961 -2.882 3.158
H 5.995 -4.523 2.645
H 7.059 -3.941 1.385
C 5.682 -1.442 1.020
C 4.648 -0.728 0.555
H 4.173 -1.143 -0.343
C 3.768 0.164 1.478
H 4.274 0.167 2.512
H 3.065 -0.787 1.781
C 2.979 1.295 1.359
C 2.302 2.018 2.520
H 3.123 2.278 3.224
H 1.528 2.582 2.184
H 1.747 1.051 3.165
H 3.745 1.979 0.798
C 2.045 0.987 0.196
H 2.563 0.466 -0.683
C 1.612 2.401 -0.417
H 2.457 2.661 -1.399
H 1.284 3.161 0.145
C 0.423 2.349 -1.507
H -0.531 2.614 -1.195
H 0.647 2.453 -2.404
C 0.048 0.721 -1.283
C -1.403 0.155 -1.616
C -1.798 0.818 -3.026
C -3.378 0.603 -3.075
C -4.131 0.484 -2.133
C -5.608 0.253 -2.403
H -6.067 -1.013 -2.180
C -6.496 1.118 -1.731
C -6.258 0.922 0.180
C -4.701 1.062 0.226
H -4.463 0.767 1.389
H -4.550 2.270 0.154
C -3.720 0.152 -0.388
C -3.843 -1.227 -0.203
H -3.773 -1.243 0.851
H -3.089 -1.957 -0.784
H -5.042 -1.527 -0.606
C -2.373 0.845 -0.433
C -1.833 0.444 0.893
C -0.343 0.694 1.022
H -0.249 1.790 1.221
H -0.014 0.402 2.054
C 0.637 0.259 -0.003
C 0.712 -1.234 0.029
H 1.610 -1.420 -0.423
H 1.020 -1.376 1.265
H -0.135 -1.810 0.094
H -1.666 -0.773 0.889
H -2.308 0.614 1.787
H -2.395 1.727 -0.436
H -6.707 -0.017 0.439
H -6.784 1.690 0.419
O -6.395 2.514 -1.869
H -5.411 2.655 -2.028
H -7.452 0.952 -1.597
H -5.841 0.520 -3.444
H -3.726 0.827 -4.084
H -1.639 1.990 -2.938
H -1.448 0.236 -3.619
H -1.288 -0.772 -1.526
H 0.517 0.130 -1.711
H 5.053 0.228 0.160
H 6.237 -0.924 1.851
H 6.441 -1.793 0.207
H 4.474 -2.744 2.376
```


# 3
Formula: C5H9IN
Source: the OMol25 dataset
Level of theory: wB97M-V/def2-TZVPD

As for the net charge: +1. Its energy relative to the best compared isomer or geometry (same formula, charge and spin) is 176.5 kJ/mol. The orbital gap comes out at 0.3486 Eh. The electronic energy comes out at -14912.4416 eV.

```
16
C5H9IN (wB97M-V/def2-TZVPD)
C -0.490 -1.529 -1.023
C 0.438 -0.804 -1.549
C -0.722 -1.372 0.474
C 0.336 -0.356 0.902
C 0.869 0.522 -0.210
N -0.018 1.726 -0.654
I 1.187 -0.294 -3.450
H -0.930 -2.391 -1.506
H -1.766 -1.287 0.820
H -0.472 -2.341 0.922
H 0.085 0.313 1.840
H 1.088 -0.948 1.430
H 1.847 0.890 -0.129
H 0.488 2.077 -1.556
H 0.124 2.333 0.176
H -1.035 1.480 -0.688
```


# 4
Formula: C33H59F15N11O27P
Source: the OMol25 dataset
Level of theory: wB97M-V/def2-TZVPD

Its energy relative to the best compared isomer or geometry (same formula, charge and spin) is 84.1 kJ/mol. The orbital gap comes out at 0.3501 Eh. The electronic energy comes out at -156873.9993 eV. Its SMILES is CCOP(=O)(CCC[C@@H](CCC(F)=C(F)F)O[C@@H](OC#N)[C@H](O)O[C@H](CCC(F)(F)F)C(F)(F)C(F)(F)C(F)(F)C(F)(F)F)OCC.C[N+](=O)[O-].C[N+](=O)[O-].C[N+](=O)[O-].C[N+](=O)[O-].C[N+](=O)[O-].C[N+](=O)[O-].C[N+](=O)[O-].C[N+](=O)[O-].C[N+](=O)[O-].C[N+](=O)[O-].

```
146
C33H59F15N11O27P (wB97M-V/def2-TZVPD)
C -2.174 -1.689 5.586
C -3.420 -2.262 4.873
O -3.306 -2.366 3.437
P -3.209 -0.894 2.707
O -3.614 0.201 3.599
C -4.454 -0.993 1.343
C -3.997 -0.180 0.084
C -4.457 -0.797 -1.253
C -3.476 -0.732 -2.455
C -2.939 0.672 -2.795
C -2.090 1.419 -1.733
C -0.979 2.233 -2.398
F -1.238 3.298 -3.156
C 0.266 1.900 -2.204
F 1.235 2.166 -3.050
F 0.688 1.256 -1.139
O -2.535 -1.819 -2.583
C -1.406 -1.750 -1.819
O -1.588 -2.038 -0.421
C -2.327 -3.084 -0.227
N -2.864 -4.045 -0.095
C -0.448 -2.894 -2.370
O 0.505 -3.159 -1.387
O 0.090 -2.351 -3.550
C 1.089 -3.140 -4.153
C 0.846 -4.661 -4.142
C -0.482 -5.053 -4.838
C -0.417 -4.978 -6.361
F -1.562 -5.523 -6.828
F 0.582 -5.666 -6.892
F -0.441 -3.724 -6.820
C 2.540 -2.795 -3.643
F 2.493 -1.628 -2.976
F 2.967 -3.746 -2.777
C 3.558 -2.746 -4.818
F 3.399 -3.789 -5.650
F 3.235 -1.661 -5.535
C 5.052 -2.752 -4.396
F 5.760 -2.525 -5.523
F 5.467 -3.913 -3.912
C 5.477 -1.643 -3.386
F 6.798 -1.517 -3.433
F 4.973 -0.471 -3.717
F 5.178 -1.988 -2.156
O -1.707 -0.776 2.126
C -0.915 0.247 2.778
C 0.559 -0.262 2.742
H -2.317 -0.646 5.899
H -1.253 -1.733 4.987
H -1.998 -2.310 6.480
H -3.550 -3.296 5.234
H -4.354 -1.735 5.112
H -5.386 -0.597 1.770
H -4.632 -2.056 1.111
H -4.482 0.805 0.192
H -2.923 0.005 0.203
H -5.424 -0.383 -1.583
H -4.659 -1.864 -1.096
H -4.158 -0.934 -3.304
H -3.810 1.294 -3.059
H -2.361 0.587 -3.734
H -2.705 2.161 -1.192
H -1.585 0.808 -0.979
H -0.798 -0.839 -1.937
H -1.121 -3.750 -2.534
H 0.890 -2.300 -1.166
H 1.100 -2.844 -5.217
H 1.656 -5.179 -4.707
H 0.880 -5.105 -3.137
H -1.355 -4.459 -4.539
H -0.701 -6.090 -4.541
H -1.180 0.441 3.821
H -0.945 1.153 2.139
H 0.817 -0.407 1.677
H 1.245 0.414 3.258
H 0.530 -1.277 3.169
C 3.285 1.685 6.018
N 2.553 0.520 6.582
O 2.849 0.148 7.696
O 1.700 0.019 5.876
H 4.008 2.030 6.749
H 3.783 1.354 5.108
H 2.553 2.460 5.806
C -1.263 4.449 0.519
N -1.986 3.263 1.058
O -1.672 2.865 2.167
O -2.845 2.771 0.348
H -0.535 4.776 1.253
H -0.774 4.144 -0.402
H -2.000 5.225 0.334
C 0.011 6.322 -4.351
N 0.023 7.049 -3.052
O -0.931 6.901 -2.319
O 0.991 7.739 -2.822
H -0.907 5.749 -4.420
H 0.065 7.063 -5.143
H 0.877 5.666 -4.366
C 3.907 -7.525 -6.409
N 2.775 -7.730 -5.466
O 2.734 -7.025 -4.476
O 1.971 -8.586 -5.753
H 4.540 -6.732 -6.025
H 4.454 -8.462 -6.471
H 3.484 -7.252 -7.372
C -4.376 3.303 4.462
N -3.703 4.534 4.949
O -3.538 4.660 6.143
O -3.358 5.335 4.103
H -4.625 2.680 5.314
H -5.274 3.606 3.930
H -3.679 2.790 3.802
C 6.038 1.884 -2.739
N 6.593 3.078 -2.046
O 6.703 3.025 -0.839
O 6.898 4.021 -2.741
H 5.813 1.127 -1.998
H 5.136 2.196 -3.258
H 6.791 1.531 -3.437
C -6.004 -5.948 -1.388
N -5.972 -4.474 -1.581
O -5.011 -4.005 -2.148
O -6.916 -3.843 -1.153
H -5.104 -6.373 -1.817
H -6.051 -6.136 -0.320
H -6.890 -6.324 -1.893
C -0.283 3.243 8.628
N 1.048 3.324 7.967
O 2.021 3.048 8.628
O 1.060 3.663 6.800
H -0.140 2.931 9.657
H -0.732 4.231 8.581
H -0.876 2.516 8.081
C 6.819 1.278 2.220
N 5.924 1.446 3.396
O 6.421 1.368 4.497
O 4.749 1.651 3.166
H 7.829 1.103 2.575
H 6.455 0.427 1.651
H 6.766 2.192 1.635
C -1.326 7.553 4.630
N -0.358 8.181 3.690
O 0.347 9.068 4.116
O -0.345 7.754 2.553
H -1.228 8.028 5.599
H -2.321 7.703 4.224
H -1.085 6.497 4.691
```


# 5
Formula: C4H4InO6
Source: the OMol25 dataset
Level of theory: wB97M-V/def2-TZVPD

As for the net charge: +1. Its energy relative to the best compared isomer or geometry (same formula, charge and spin) is 0.0 kJ/mol. The orbital gap comes out at 0.3095 Eh. The electronic energy comes out at -21662.6824 eV.

```
15
C4H4InO6 (wB97M-V/def2-TZVPD)
O -0.167 0.776 -0.254
C -1.295 0.026 0.128
O -1.130 -1.180 -0.255
O -2.191 0.541 0.760
In 0.816 -1.013 -0.656
O 3.559 1.192 0.253
C 2.931 0.155 0.103
C 0.537 1.760 0.701
O 2.730 -0.547 -0.934
O 1.911 -0.154 1.029
C 1.291 0.925 1.741
H -0.198 2.397 1.208
H 1.048 2.435 0.007
H 0.629 0.479 2.491
H 2.039 1.520 2.276
```


# 6
Formula: C9H14
Source: the OMol25 dataset
Level of theory: wB97M-V/def2-TZVPD

Its energy relative to the best compared isomer or geometry (same formula, charge and spin) is 46.3 kJ/mol. The orbital gap comes out at 0.3723 Eh. The electronic energy comes out at -9559.7014 eV. Its SMILES is Cc1ccccc1.CC.

```
23
C9H14 (wB97M-V/def2-TZVPD)
C -2.991 -0.079 -0.305
C -0.927 0.688 -1.501
C -1.682 0.668 -0.333
C 0.381 1.150 -1.460
C 0.870 1.763 -0.314
C -1.191 1.249 0.830
C 0.046 1.887 0.795
H -1.392 0.440 -2.448
H 1.022 0.867 -2.290
H -3.616 0.242 0.539
H -2.804 -1.137 -0.076
H 1.783 2.343 -0.358
H -1.732 1.215 1.764
H 0.413 2.351 1.704
H -3.558 -0.032 -1.228
C 1.142 -1.721 0.656
C 2.672 -1.744 0.527
H 0.714 -2.614 0.204
H 0.793 -1.647 1.682
H 0.764 -0.862 0.113
H 3.177 -2.696 0.366
H 3.134 -1.273 1.403
H 2.981 -1.060 -0.269
```


Which of these has the lowest orbital gap? C52H56As2KN2O5P